1.
This record from OMol25 describes a cluster of 3 separate species, C15H38BClN2O4 in total. The level of theory is wB97M-V/def2-TZVPD.

XYZ file:
```
61
Properties=species:S:1:pos:R:3
B 4.783 1.033 0.565
C 3.501 1.138 -0.396
C 2.187 0.751 0.362
C 1.111 1.849 0.145
Cl 1.635 -0.882 -0.207
H 5.055 1.979 1.229
H 5.425 0.036 0.552
H 3.456 2.171 -0.751
H 3.583 0.473 -1.259
H 2.343 0.661 1.435
H 1.341 2.500 -0.699
H 0.161 1.368 -0.085
H 1.069 2.476 1.033
C -0.227 -3.216 6.039
O -1.469 -2.836 5.475
C -2.230 -1.950 6.286
C -2.273 -0.550 5.691
N -0.973 0.108 5.780
C -0.852 1.327 4.980
C -1.041 1.230 3.464
O -0.011 0.538 2.780
C -0.112 -0.877 2.794
H 0.166 -4.042 5.448
H 0.498 -2.396 6.001
H -0.345 -3.549 7.074
H -1.867 -1.931 7.318
H -3.251 -2.341 6.303
H -3.013 0.045 6.233
H -2.610 -0.651 4.653
H -0.254 -0.537 5.488
H 0.151 1.720 5.160
H -1.555 2.068 5.373
H -1.010 2.252 3.074
H -2.023 0.832 3.183
H -1.150 -1.218 2.774
H 0.404 -1.293 3.663
H 0.393 -1.254 1.901
C -1.898 1.247 -2.802
O -0.504 1.209 -3.045
C 0.091 -0.070 -2.829
C 0.499 -0.716 -4.146
N -0.664 -1.126 -4.927
C -0.372 -1.483 -6.316
C 0.251 -0.424 -7.230
O -0.610 0.651 -7.565
C -0.707 1.673 -6.589
H -2.204 2.293 -2.789
H -2.457 0.740 -3.596
H -2.146 0.796 -1.838
H -0.557 -0.730 -2.246
H 0.994 0.101 -2.244
H 1.116 -1.594 -3.935
H 1.116 0.013 -4.684
H -1.343 -0.379 -4.927
H -1.319 -1.788 -6.766
H 0.274 -2.367 -6.314
H 0.476 -0.918 -8.179
H 1.208 -0.048 -6.852
H 0.235 1.826 -6.058
H -1.510 1.461 -5.880
H -0.964 2.600 -7.103
```

SMILES   BC[C@@H](C)Cl.COCCNCCOC.COCCNCCOC
Charge   0
Orbital gap   0.320 Eh
E_LUMO   0.005 Ha

The computed Mulliken charges, all in e, follow: atom 1 (B): 0.220, atom 2 (C): -0.768, atom 3 (C): 0.364, atom 4 (C): -1.367, atom 5 (Cl): -0.279, atom 6 (H): -0.070, atom 7 (H): -0.061, atom 8 (H): 0.272, atom 9 (H): 0.213, atom 10 (H): 0.499, atom 11 (H): 0.536, atom 12 (H): 0.164, atom 13 (H): 0.299, atom 14 (C): -0.704, atom 15 (O): -0.329, atom 16 (C): -0.826, atom 17 (C): -0.157, atom 18 (N): -0.317, atom 19 (C): -0.828, atom 20 (C): -0.548, atom 21 (O): -0.258, atom 22 (C): -0.271, atom 23 (H): 0.236, atom 24 (H): 0.289, atom 25 (H): 0.339, atom 26 (H): 0.400, atom 27 (H): 0.394, atom 28 (H): 0.389, atom 29 (H): 0.150, atom 30 (H): 0.096, atom 31 (H): 0.383, atom 32 (H): 0.427, atom 33 (H): 0.337, atom 34 (H): 0.382, atom 35 (H): 0.280, atom 36 (H): 0.093, atom 37 (H): 0.070, atom 38 (C): -0.797, atom 39 (O): -0.368, atom 40 (C): -0.090, atom 41 (C): -0.192, atom 42 (N): -0.345, atom 43 (C): -0.720, atom 44 (C): -0.451, atom 45 (O): -0.437, atom 46 (C): -0.509, atom 47 (H): 0.248, atom 48 (H): 0.349, atom 49 (H): 0.336, atom 50 (H): 0.516, atom 51 (H): -0.395, atom 52 (H): 0.356, atom 53 (H): 0.147, atom 54 (H): 0.095, atom 55 (H): 0.376, atom 56 (H): 0.397, atom 57 (H): 0.358, atom 58 (H): 0.336, atom 59 (H): 0.277, atom 60 (H): 0.146, atom 61 (H): 0.321

=====

2.
This record from OMol25 describes a cluster of 3 separate species, C3H13NO2S in total. The level of theory is wB97M-V/def2-TZVPD.

XYZ file:
```
20
Properties=species:S:1:pos:R:3
C 0.925 -0.536 -1.636
N 0.172 -1.289 -0.635
C 0.392 -0.786 0.707
C -0.309 -1.628 1.728
S -0.134 -0.915 3.410
H 1.884 -1.023 -1.792
H 1.012 0.523 -1.377
H 0.427 -0.594 -2.602
H -0.818 -1.254 -0.861
H 1.476 -0.807 0.909
H 0.103 0.277 0.858
H -1.368 -1.731 1.553
H 0.135 -2.610 1.783
H 1.047 -1.494 3.655
O 0.937 2.948 2.512
H 0.476 2.120 2.302
H 1.679 2.983 1.901
O -2.666 1.723 -3.818
H -2.378 2.635 -3.908
H -2.991 1.459 -4.687
```

SMILES   CNCCS.O.O
Charge   0
Orbital gap   0.362 Eh
Relative energy (zero: lowest compared OMol25 entry of this formula, charge and spin)   17.9 kcal/mol
E_LUMO   0.027 Ha

The computed Mulliken charges, all in e, follow: atom 1 (C): -0.861, atom 2 (N): -0.393, atom 3 (C): -0.374, atom 4 (C): -0.750, atom 5 (S): -0.221, atom 6 (H): 0.279, atom 7 (H): 0.276, atom 8 (H): 0.362, atom 9 (H): 0.274, atom 10 (H): 0.300, atom 11 (H): 0.259, atom 12 (H): 0.345, atom 13 (H): 0.364, atom 14 (H): 0.119, atom 15 (O): -0.659, atom 16 (H): 0.364, atom 17 (H): 0.315, atom 18 (O): -0.639, atom 19 (H): 0.320, atom 20 (H): 0.320